Model A:
{"formula": "C9H14", "method": "the ωB97M-V functional and the def2-TZVPD basis", "elements": ["C", "C", "H", "H", "H", "H", "H", "H", "C", "C", "C", "C", "C", "C", "C", "H", "H", "H", "H", "H", "H", "H", "H"], "positions_angstrom": [[-2.43, -1.77, -0.88], [-3.04, -0.40, -0.54], [-2.68, -2.18, -1.85], [-1.35, -1.68, -0.82], [-2.81, -2.42, -0.12], [-3.59, -0.24, 0.40], [-3.71, -0.09, -1.34], [-2.32, 0.41, -0.43], [1.47, 2.60, -0.54], [0.60, 0.91, 1.09], [1.44, 1.20, 0.02], [0.65, -0.31, 1.75], [1.48, -1.34, 1.31], [2.23, 0.14, -0.41], [2.25, -1.12, 0.18], [-0.17, 1.60, 1.42], [0.02, -0.44, 2.62], [1.18, 2.73, -1.58], [2.55, 2.77, -0.71], [1.59, -2.13, 2.03], [2.77, 0.29, -1.34], [2.77, -1.82, -0.46], [1.11, 3.30, 0.20]], "nbo_charge": [-0.619, -0.621, 0.207, 0.214, 0.207, 0.206, 0.203, 0.205, -0.645, -0.221, -0.001, -0.203, -0.233, -0.220, -0.203, 0.205, 0.210, 0.229, 0.220, 0.217, 0.201, 0.218, 0.225], "gap_ev": 10.0, "smiles": "Cc1ccccc1.CC", "total_charge": 0}

***

Model B:
{"formula": "C9H14", "method": "the ωB97M-V functional and the def2-TZVPD basis", "elements": ["C", "C", "C", "C", "C", "C", "C", "H", "H", "H", "H", "H", "H", "H", "H", "C", "C", "H", "H", "H", "H", "H", "H"], "positions_angstrom": [[1.26, -1.65, -2.02], [-0.91, -0.39, -2.16], [0.00, -1.11, -1.40], [-2.18, -0.15, -1.65], [-2.43, -0.23, -0.28], [-0.30, -1.34, -0.05], [-1.44, -0.79, 0.52], [-0.65, 0.10, -3.10], [-2.94, 0.23, -2.32], [2.03, -0.88, -1.86], [1.28, -1.92, -3.07], [-3.45, -0.09, 0.06], [0.45, -1.81, 0.58], [-1.63, -0.89, 1.58], [1.56, -2.56, -1.50], [0.64, 2.17, 2.29], [1.73, 1.15, 1.90], [1.05, 3.08, 2.71], [0.04, 2.56, 1.46], [-0.08, 1.66, 2.93], [1.33, 0.41, 1.21], [2.17, 0.69, 2.78], [2.46, 1.77, 1.38]], "nbo_charge": [-0.635, -0.218, -0.014, -0.193, -0.235, -0.225, -0.200, 0.213, 0.208, 0.220, 0.223, 0.216, 0.212, 0.211, 0.217, -0.606, -0.609, 0.201, 0.205, 0.198, 0.209, 0.202, 0.200], "gap_ev": 10.0, "smiles": "Cc1ccccc1.CC", "total_charge": 0}

***

Model C:
{"formula": "C9H14", "method": "the ωB97M-V functional and the def2-TZVPD basis", "elements": ["C", "C", "H", "H", "H", "H", "H", "H", "C", "C", "C", "C", "C", "C", "C", "H", "H", "H", "H", "H", "H", "H", "H"], "positions_angstrom": [[-0.55, -1.76, -2.54], [-1.35, -1.96, -1.20], [-1.07, -0.97, -2.92], [0.62, -1.62, -2.54], [-0.65, -2.71, -3.08], [-1.49, -1.03, -0.72], [-2.19, -2.61, -1.40], [-0.72, -2.31, -0.48], [1.88, 2.26, -0.05], [-1.27, 0.97, 1.33], [-0.35, 1.91, 0.94], [-0.90, -0.34, 1.84], [0.98, 1.45, 0.86], [0.48, -0.53, 2.00], [1.49, 0.32, 1.47], [-2.33, 1.21, 1.12], [-0.53, 2.74, 0.34], [-1.70, -0.98, 1.94], [0.86, -1.46, 2.32], [2.86, 1.76, -0.28], [2.10, 3.06, 0.55], [2.53, 0.01, 1.50], [1.30, 2.59, -1.01]], "nbo_charge": [-0.607, -0.617, 0.200, 0.203, 0.199, 0.210, 0.208, 0.204, -0.634, -0.171, -0.255, -0.257, 0.039, -0.175, -0.255, 0.206, 0.211, 0.219, 0.202, 0.215, 0.217, 0.222, 0.215], "gap_ev": 9.8, "smiles": "Cc1ccccc1.CC", "total_charge": 0}

***

Model D:
{"formula": "C9H14", "method": "the ωB97M-V functional and the def2-TZVPD basis", "elements": ["C", "C", "H", "H", "H", "H", "H", "H", "C", "C", "C", "C", "C", "C", "C", "H", "H", "H", "H", "H", "H", "H", "H"], "positions_angstrom": [[-0.65, -2.58, -1.74], [-1.32, -1.93, -2.95], [-1.39, -3.24, -1.24], [0.16, -3.28, -1.92], [-0.48, -1.87, -0.92], [-1.91, -1.06, -2.67], [-0.56, -1.62, -3.67], [-1.88, -2.69, -3.50], [2.33, 2.49, 0.97], [-1.14, 0.01, 1.48], [-1.26, 1.39, 1.58], [0.10, -0.55, 1.21], [-0.13, 2.19, 1.47], [1.21, 0.26, 1.10], [1.12, 1.64, 1.24], [-2.01, -0.61, 1.65], [-2.27, 1.79, 1.64], [0.14, -1.62, 1.05], [-0.22, 3.27, 1.59], [2.20, -0.13, 0.86], [2.83, 2.22, 0.04], [3.03, 2.37, 1.80], [2.10, 3.55, 0.93]], "nbo_charge": [-0.620, -0.609, 0.195, 0.208, 0.213, 0.210, 0.200, 0.203, -0.630, -0.222, -0.208, -0.214, -0.209, -0.206, -0.017, 0.212, 0.213, 0.215, 0.206, 0.206, 0.221, 0.219, 0.215], "gap_ev": 10.0, "smiles": "Cc1ccccc1.CC", "total_charge": 0}

***

Short version: model D is the most stable of them.

***

Model A:
{"formula": "C9H14", "method": "the ωB97M-V functional and the def2-TZVPD basis", "elements": ["C", "C", "C", "C", "C", "C", "C", "H", "H", "H", "H", "H", "H", "H", "H", "C", "C", "H", "H", "H", "H", "H", "H"], "positions_angstrom": [[-0.28, -0.38, -2.68], [-2.94, 0.21, -0.08], [-2.26, -0.25, -1.14], [-2.20, 0.98, 0.97], [-0.94, 0.09, -1.39], [-0.92, 1.44, 0.58], [-0.30, 1.05, -0.62], [-3.97, -0.32, 0.15], [-2.82, -0.80, -1.77], [-2.72, 1.45, 1.80], [-0.47, 2.30, 1.09], [-0.14, -1.48, -2.60], [0.52, 0.33, -2.80], [0.54, 1.68, -0.97], [-0.92, -0.13, -3.49], [2.41, -0.19, 2.07], [2.63, -1.31, 1.07], [2.85, 0.73, 1.89], [1.37, 0.05, 2.29], [2.57, -0.46, 3.13], [3.01, -2.23, 1.60], [3.43, -1.23, 0.29], [1.55, -1.52, 0.62]], "nbo_charge": [-0.637, -0.179, -0.257, -0.230, 0.028, -0.209, -0.237, 0.215, 0.204, 0.216, 0.210, 0.228, 0.218, 0.217, 0.213, -0.632, -0.632, 0.206, 0.214, 0.206, 0.208, 0.216, 0.216], "gap_ev": 9.9, "smiles": "Cc1ccccc1.CC", "total_charge": 0}

***

Model B:
{"formula": "C9H14", "method": "the ωB97M-V functional and the def2-TZVPD basis", "elements": ["C", "C", "C", "C", "C", "C", "C", "H", "H", "H", "H", "H", "H", "H", "H", "C", "C", "H", "H", "H", "H", "H", "H"], "positions_angstrom": [[1.17, 2.40, -0.76], [1.02, 0.89, 1.23], [1.23, 1.02, -0.13], [1.31, -0.34, 1.87], [1.46, -0.11, -0.94], [1.50, -1.46, 1.09], [1.60, -1.33, -0.29], [0.78, 1.66, 1.95], [1.37, -0.42, 2.94], [0.55, 2.35, -1.66], [2.10, 2.95, -0.80], [1.58, 0.00, -2.00], [1.65, -2.44, 1.52], [1.94, -2.19, -0.84], [0.49, 2.98, -0.12], [-2.68, -0.11, -0.75], [-2.25, -1.43, -0.02], [-2.86, 0.67, -0.01], [-1.80, 0.22, -1.31], [-3.56, -0.23, -1.37], [-1.77, -2.03, -0.79], [-3.20, -1.81, 0.35], [-1.64, -1.26, 0.86]], "nbo_charge": [-0.642, -0.232, 0.005, -0.191, -0.229, -0.234, -0.198, 0.214, 0.211, 0.219, 0.227, 0.216, 0.213, 0.209, 0.213, -0.603, -0.608, 0.198, 0.198, 0.202, 0.205, 0.198, 0.211], "gap_ev": 10.1, "smiles": "Cc1ccccc1.CC", "total_charge": 0}

***

Model C:
{"formula": "C9H14", "method": "the ωB97M-V functional and the def2-TZVPD basis", "elements": ["C", "C", "C", "C", "C", "C", "C", "H", "H", "H", "H", "H", "H", "H", "H", "C", "C", "H", "H", "H", "H", "H", "H"], "positions_angstrom": [[1.39, -0.14, -1.34], [0.80, -1.27, 2.21], [-0.47, -1.78, 2.10], [1.41, -0.63, 1.13], [0.74, -0.65, -0.10], [-1.23, -1.58, 0.95], [-0.61, -1.04, -0.17], [1.20, -1.23, 3.22], [-0.87, -2.37, 2.89], [2.45, -0.32, 1.17], [-2.26, -1.87, 0.83], [2.40, 0.29, -1.11], [0.91, 0.37, -2.16], [-1.20, -0.80, -1.06], [1.59, -1.13, -1.81], [-1.12, 2.42, -1.05], [-0.71, 3.11, -2.36], [-2.13, 2.72, -0.70], [-1.05, 1.36, -1.23], [-0.46, 2.68, -0.27], [0.08, 3.81, -2.23], [-0.30, 2.32, -3.00], [-1.65, 3.39, -2.88]], "nbo_charge": [-0.645, -0.203, -0.229, -0.221, -0.009, -0.197, -0.222, 0.214, 0.209, 0.212, 0.213, 0.217, 0.228, 0.209, 0.225, -0.607, -0.615, 0.203, 0.203, 0.205, 0.210, 0.192, 0.210], "gap_ev": 9.9, "smiles": "Cc1ccccc1.CC", "total_charge": 0}

***

Model D:
{"formula": "C9H14", "method": "the ωB97M-V functional and the def2-TZVPD basis", "elements": ["C", "C", "C", "C", "C", "C", "C", "H", "H", "H", "H", "H", "H", "H", "H", "C", "C", "H", "H", "H", "H", "H", "H"], "positions_angstrom": [[0.91, 0.38, 0.56], [1.32, -2.43, -2.59], [0.65, -1.22, -2.84], [2.07, -2.57, -1.46], [0.63, -0.29, -1.84], [2.08, -1.66, -0.42], [1.22, -0.52, -0.55], [1.22, -3.38, -3.19], [0.35, -1.17, -3.89], [2.75, -3.30, -1.34], [0.10, 0.48, -1.95], [2.63, -1.83, 0.46], [-0.05, 0.91, 0.20], [1.70, 1.11, 0.83], [0.43, -0.31, 1.35], [-1.65, 2.40, 2.40], [-2.78, 1.52, 1.76], [-2.12, 3.39, 2.79], [-1.31, 2.07, 3.36], [-0.90, 2.68, 1.62], [-3.09, 1.88, 0.81], [-3.67, 1.37, 2.39], [-2.48, 0.51, 1.55]], "nbo_charge": [-0.651, -0.216, -0.209, -0.208, -0.208, -0.214, 0.002, 0.213, 0.221, 0.199, 0.184, 0.207, 0.212, 0.235, 0.232, -0.620, -0.614, 0.200, 0.213, 0.212, 0.204, 0.205, 0.200], "gap_ev": 9.8, "smiles": "Cc1ccccc1.CC", "total_charge": 0}

***

Short version: model B is the most stable of them.

***

Model A:
{"formula": "C9H14", "method": "the ωB97M-V functional and the def2-TZVPD basis", "elements": ["C", "C", "H", "H", "H", "H", "H", "H", "C", "C", "C", "C", "C", "C", "C", "H", "H", "H", "H", "H", "H", "H", "H"], "positions_angstrom": [[2.61, 0.03, 1.77], [3.15, 0.20, 0.30], [2.82, -0.97, 2.19], [3.22, 0.56, 2.62], [1.59, 0.17, 1.78], [4.26, 0.51, 0.19], [2.63, 0.95, -0.23], [3.17, -0.71, -0.26], [-1.46, -1.16, 1.69], [-0.99, 0.92, -2.04], [-1.17, -0.42, -2.04], [-0.55, 1.44, -0.77], [-1.41, -1.06, -0.81], [-0.49, 0.76, 0.44], [-0.98, -0.52, 0.41], [-1.24, 1.71, -2.80], [-1.55, -0.98, -2.92], [-0.49, 2.60, -0.76], [-1.52, -2.20, -0.83], [-0.07, 1.19, 1.39], [-1.42, -2.27, 1.77], [-2.61, -1.01, 1.70], [-1.04, -0.76, 2.61]], "nbo_charge": [-0.614, -0.615, 0.205, 0.208, 0.198, 0.201, 0.209, 0.209, -0.636, -0.237, -0.206, -0.192, -0.218, -0.234, -0.028, 0.229, 0.213, 0.207, 0.212, 0.223, 0.221, 0.224, 0.219], "gap_ev": 9.9, "smiles": "Cc1ccccc1.CC", "total_charge": 0}

***

Model B:
{"formula": "C9H14", "method": "the ωB97M-V functional and the def2-TZVPD basis", "elements": ["C", "C", "C", "C", "C", "C", "C", "C", "C", "H", "H", "H", "H", "H", "H", "H", "H", "H", "H", "H", "H", "H", "H"], "positions_angstrom": [[0.30, -0.22, 1.52], [-0.13, -1.05, 2.43], [0.79, 0.67, 0.68], [-1.50, -1.69, 2.43], [-1.53, 1.39, -1.10], [-0.61, 0.14, -1.36], [1.93, 1.00, -1.60], [1.97, -0.52, -1.22], [0.79, 0.36, -0.78], [0.57, -1.21, 3.24], [1.22, 1.60, 0.99], [-2.09, -1.43, 1.55], [-2.01, -1.40, 3.35], [-1.43, -2.80, 2.41], [-1.66, 1.58, -0.03], [-1.05, 2.24, -1.57], [-2.56, 1.24, -1.51], [-1.07, -0.77, -0.90], [-0.57, -0.06, -2.43], [2.61, 1.69, -1.10], [1.64, 1.29, -2.64], [2.66, -0.79, -0.40], [1.73, -1.26, -1.97]], "nbo_charge": [0.122, -0.295, -0.293, -0.626, -0.611, -0.379, -0.418, -0.407, -0.088, 0.224, 0.222, 0.218, 0.213, 0.220, 0.213, 0.204, 0.208, 0.203, 0.204, 0.214, 0.215, 0.222, 0.215], "gap_ev": 9.0, "smiles": "CC=C=CC1(CC)CC1", "total_charge": 0}

***

Model C:
{"formula": "C9H14", "method": "the ωB97M-V functional and the def2-TZVPD basis", "elements": ["C", "C", "H", "H", "H", "H", "H", "H", "C", "C", "C", "C", "C", "C", "C", "H", "H", "H", "H", "H", "H", "H", "H"], "positions_angstrom": [[0.80, 1.33, 4.04], [0.01, 1.45, 2.71], [0.20, 1.41, 4.95], [1.10, 0.28, 4.15], [1.72, 1.91, 4.04], [0.49, 2.22, 2.10], [-1.05, 1.56, 2.91], [0.24, 0.57, 2.10], [0.06, -2.88, -0.92], [-1.45, 0.58, -1.47], [-1.33, -0.81, -1.41], [-0.28, 1.36, -1.40], [-0.10, -1.36, -1.11], [0.95, 0.78, -1.13], [1.06, -0.58, -1.16], [-2.42, 1.04, -1.45], [-2.20, -1.46, -1.43], [-0.45, 2.41, -1.61], [1.78, 1.48, -1.15], [0.92, -3.28, -1.45], [-0.86, -3.43, -1.06], [1.99, -1.06, -0.89], [0.40, -2.86, 0.13]], "nbo_charge": [-0.620, -0.620, 0.207, 0.198, 0.206, 0.208, 0.211, 0.209, -0.633, -0.195, -0.230, -0.226, 0.007, -0.211, -0.220, 0.212, 0.208, 0.212, 0.214, 0.220, 0.218, 0.205, 0.220], "gap_ev": 9.9, "smiles": "Cc1ccccc1.CC", "total_charge": 0}

***

Model D:
{"formula": "C9H14", "method": "the ωB97M-V functional and the def2-TZVPD basis", "elements": ["C", "C", "H", "H", "H", "H", "H", "H", "C", "C", "C", "C", "C", "C", "C", "H", "H", "H", "H", "H", "H", "H", "H"], "positions_angstrom": [[2.55, -1.91, -0.02], [1.80, -3.15, 0.40], [3.10, -1.98, -1.03], [1.91, -1.07, -0.39], [3.19, -1.70, 0.80], [1.44, -2.98, 1.51], [2.62, -3.95, 0.60], [1.02, -3.45, -0.33], [-0.98, 3.34, -1.23], [-0.10, 0.10, 0.64], [-0.04, 1.25, -0.08], [-1.30, -0.42, 1.05], [-1.17, 1.98, -0.45], [-2.44, 0.21, 0.53], [-2.41, 1.37, -0.16], [0.82, -0.27, 1.00], [0.90, 1.80, -0.30], [-1.48, -1.29, 1.52], [-3.25, -0.43, 0.60], [0.05, 3.35, -1.67], [-1.15, 4.16, -0.49], [-3.34, 1.66, -0.49], [-1.73, 3.40, -2.01]], "nbo_charge": [-0.626, -0.613, 0.202, 0.212, 0.207, 0.200, 0.207, 0.215, -0.632, -0.210, -0.235, -0.211, 0.032, -0.190, -0.243, 0.213, 0.205, 0.203, 0.201, 0.216, 0.222, 0.208, 0.218], "gap_ev": 10.0, "smiles": "Cc1ccccc1.CC", "total_charge": 0}

***

Short version: model C is the most stable of them.

***

Model A:
{"formula": "C9H14", "method": "the ωB97M-V functional and the def2-TZVPD basis", "elements": ["C", "C", "C", "C", "C", "C", "C", "H", "H", "H", "H", "H", "H", "H", "H", "C", "C", "H", "H", "H", "H", "H", "H"], "positions_angstrom": [[-2.00, -0.33, 1.24], [-1.11, 0.78, 0.82], [-0.06, 1.30, 1.59], [-1.46, 1.37, -0.39], [0.86, 2.14, 1.02], [-0.63, 2.42, -0.86], [0.54, 2.76, -0.19], [-1.62, -0.98, 2.06], [-2.13, -1.04, 0.37], [0.12, 0.69, 2.50], [-2.34, 1.05, -0.98], [1.73, 2.38, 1.62], [-0.89, 3.19, -1.60], [1.02, 3.71, -0.47], [-2.98, 0.03, 1.60], [1.01, -1.91, -0.68], [1.75, -2.94, -1.46], [0.21, -2.20, -0.02], [1.70, -1.46, 0.05], [0.67, -1.13, -1.38], [2.17, -3.75, -0.80], [0.96, -3.56, -1.93], [2.49, -2.51, -2.10]], "nbo_charge": [-0.637, -0.025, -0.219, -0.211, -0.198, -0.204, -0.234, 0.214, 0.222, 0.209, 0.215, 0.214, 0.214, 0.213, 0.225, -0.611, -0.609, 0.203, 0.199, 0.207, 0.198, 0.201, 0.211], "gap_ev": 10.0, "smiles": "Cc1ccccc1.CC", "total_charge": 0}

***

Model B:
{"formula": "C9H14", "method": "the ωB97M-V functional and the def2-TZVPD basis", "elements": ["C", "C", "H", "H", "H", "H", "H", "H", "C", "C", "C", "C", "C", "C", "C", "H", "H", "H", "H", "H", "H", "H", "H"], "positions_angstrom": [[0.02, 2.42, -4.46], [-0.05, 3.15, -3.15], [0.82, 1.71, -4.43], [-0.75, 1.67, -4.90], [0.34, 3.10, -5.20], [-0.38, 4.24, -3.22], [0.82, 3.12, -2.60], [-0.88, 2.72, -2.42], [1.23, -2.39, 2.91], [-0.79, 0.23, 0.12], [-0.77, 0.51, 1.45], [-0.43, -1.09, -0.23], [-0.16, -0.37, 2.35], [0.23, -2.00, 0.69], [0.45, -1.55, 1.96], [-1.16, 0.84, -0.64], [-1.27, 1.34, 1.87], [-0.50, -1.34, -1.38], [-0.25, 0.05, 3.40], [0.50, -3.04, 0.27], [1.96, -2.94, 2.32], [0.55, -3.13, 3.44], [1.87, -1.82, 3.67]], "nbo_charge": [-0.633, -0.603, 0.206, 0.215, 0.207, 0.205, 0.208, 0.194, -0.632, -0.238, -0.198, -0.185, -0.218, -0.229, -0.031, 0.213, 0.207, 0.209, 0.215, 0.224, 0.216, 0.224, 0.222], "gap_ev": 10.0, "smiles": "Cc1ccccc1.CC", "total_charge": 0}

***

Model C:
{"formula": "C9H14", "method": "the ωB97M-V functional and the def2-TZVPD basis", "elements": ["C", "C", "C", "C", "C", "C", "C", "H", "H", "H", "H", "H", "H", "H", "H", "C", "C", "H", "H", "H", "H", "H", "H"], "positions_angstrom": [[-1.93, 1.51, 2.84], [-0.91, -0.72, 2.15], [-0.96, 0.67, 2.06], [0.17, -1.45, 1.65], [1.16, -0.75, 1.00], [-0.08, 1.30, 1.19], [1.01, 0.58, 0.66], [-1.83, -1.17, 2.52], [0.21, -2.50, 1.90], [-2.54, 2.09, 2.14], [-1.38, 2.24, 3.42], [2.13, -1.23, 0.87], [-0.05, 2.37, 1.02], [1.79, 1.13, 0.16], [-2.62, 0.92, 3.44], [1.28, -0.62, -2.81], [0.19, -0.60, -3.84], [0.90, -0.64, -1.79], [1.87, -1.51, -3.04], [1.99, 0.21, -2.80], [-0.85, -0.38, -3.59], [-0.02, -1.50, -4.45], [0.46, 0.04, -4.70]], "nbo_charge": [-0.630, -0.213, -0.018, -0.212, -0.230, -0.204, -0.209, 0.207, 0.218, 0.218, 0.223, 0.212, 0.208, 0.214, 0.216, -0.627, -0.631, 0.221, 0.208, 0.206, 0.210, 0.207, 0.205], "gap_ev": 10.0, "smiles": "Cc1ccccc1.CC", "total_charge": 0}

***

Short version: model C is the most stable of them.